# 1
{"formula": "C2CrF3NO3S2", "method": "the ωB97M-V functional and the def2-TZVPD basis", "total_energy_ev": -67950.831, "e_above_lowest_kcal_mol": 3.3, "homo_lumo_gap_ev": [5.32, 6.17], "homo_ev": [-2.59, -3.41], "fmax_ha_per_bohr": 0.055, "lumo_ev": [2.73, 2.75], "multiplicity": 6, "total_charge": -1, "elements": ["N", "S", "S", "C", "F", "F", "F", "O", "C", "O", "O", "Cr"], "positions_angstrom": [[0.3144, 1.1535, 1.6051], [1.8682, 0.3505, 1.8595], [-0.6628, 0.4792, 0.5910], [-1.0883, -1.2975, 1.2168], [-0.2672, -2.2658, 0.8212], [-1.1403, -1.3106, 2.5467], [-2.3132, -1.5955, 0.7593], [-0.6905, 2.0962, -2.8501], [0.3158, 1.5282, -2.6754], [1.4834, 1.3568, -2.6840], [0.1204, -0.0291, -0.7216], [2.0601, -0.4660, -0.4685]], "atomic_forces_ev_per_a": [[-0.82, -0.52, -0.70], [0.16, -0.34, -0.71], [1.51, 0.29, -0.24], [0.67, 0.79, -0.20], [0.17, -0.45, -0.08], [-0.12, -0.09, 0.31], [-0.59, -0.28, -0.16], [-0.08, -1.47, 0.42], [1.42, 2.40, -0.39], [-1.22, -1.11, 0.14], [-1.99, 0.54, 0.61], [0.90, 0.23, 1.00]]}

# 2
{"formula": "C2F10KN2O14S6", "method": "the ωB97M-V functional and the def2-TZVPD basis", "total_energy_ev": -142232.946, "homo_lumo_gap_ev": 7.37, "homo_ev": -1.64, "fmax_ha_per_bohr": 0.103, "lumo_ev": 5.73, "total_charge": -3, "elements": ["K", "N", "S", "O", "O", "F", "S", "O", "O", "F", "N", "S", "O", "O", "F", "S", "O", "O", "F", "C", "F", "F", "F", "S", "O", "O", "O", "C", "F", "F", "F", "S", "O", "O", "O"], "positions_angstrom": [[0.3985, 1.4478, -1.1879], [-2.8415, -2.2726, 0.0763], [-1.3496, -2.5145, -0.3151], [-1.1293, -3.1833, -1.5940], [-0.4696, -2.8088, 0.7699], [-1.0365, -0.9633, -0.6632], [-3.3198, -3.8428, 0.2199], [-2.3927, -4.8992, 0.5675], [-4.3619, -4.1611, -0.7473], [-4.2522, -3.7624, 1.5401], [4.7724, -0.7289, -1.6029], [4.9570, 0.3438, -0.3089], [5.5064, -0.2694, 0.8681], [4.0023, 1.4068, -0.1393], [6.2334, 1.1128, -0.8917], [3.4580, -1.3854, -1.1126], [2.2863, -0.5613, -1.2200], [3.5529, -2.3630, -0.0588], [3.2687, -2.3040, -2.4310], [-3.6408, 4.1273, -2.0730], [-4.7782, 3.4446, -1.9804], [-3.8323, 5.1478, -2.9138], [-3.3722, 4.6204, -0.8592], [-2.2569, 2.9755, -2.7205], [-0.9997, 3.6994, -2.7546], [-2.2610, 1.8948, -1.7439], [-2.8187, 2.5800, -4.0032], [0.0728, 0.3368, 3.9227], [0.2534, -0.4277, 5.0115], [-0.9182, -0.2106, 3.2163], [-0.3305, 1.5658, 4.2786], [1.6777, 0.4502, 2.8815], [2.2046, -0.8932, 2.6694], [1.2352, 1.0416, 1.6045], [2.4821, 1.3562, 3.6949]], "atomic_forces_ev_per_a": [[0.15, -0.47, 0.63], [-1.19, -3.09, 0.61], [4.00, 1.42, -1.78], [-0.52, 0.63, 1.46], [-0.33, 0.02, -0.39], [-0.18, -0.43, 0.08], [-3.34, -0.85, -0.18], [-0.47, 1.32, -0.41], [1.32, 0.31, 0.42], [0.54, 0.51, 0.14], [1.00, 2.87, 2.49], [1.93, 0.82, 0.43], [-0.48, 0.08, -0.68], [0.39, -0.93, -0.63], [0.11, -0.01, -0.55], [-3.37, -3.94, -1.19], [0.18, 0.16, 0.45], [0.08, 1.20, -0.72], [0.28, -0.09, 0.04], [1.37, -0.95, -0.24], [-0.30, -0.04, -0.06], [-0.15, 0.43, -0.10], [0.06, 0.25, 0.09], [-1.03, -1.41, -0.18], [-0.23, 0.53, 0.03], [0.04, 0.61, 0.06], [0.31, 0.73, 0.29], [1.00, -0.42, -1.55], [-0.09, 0.33, 0.34], [-0.14, -0.05, 0.06], [-0.02, -0.05, 0.47], [0.77, 0.00, -1.82], [-0.78, 0.92, 1.16], [-0.44, 0.04, 1.13], [-0.46, -0.45, 0.12]]}

# 3
{"formula": "C2F2N2", "method": "the ωB97M-V functional and the def2-TZVPD basis", "total_energy_ev": -10482.983, "e_above_lowest_kcal_mol": 58.4, "homo_lumo_gap_ev": 11.13, "homo_ev": -12.58, "fmax_ha_per_bohr": 0.111, "lumo_ev": -1.44, "elements": ["C", "C", "N", "N", "F", "F"], "positions_angstrom": [[1.5808, -0.0769, 0.0343], [-0.3281, 0.4237, -0.0819], [2.6038, -0.5881, -0.0073], [-0.9877, -0.6570, 0.0177], [-0.4661, 1.7074, 0.0351], [-2.4026, -0.8090, 0.0021]], "atomic_forces_ev_per_a": [[-5.53, 1.30, -0.54], [2.94, -2.06, 1.50], [0.66, -0.08, 0.08], [0.37, -0.06, -0.64], [-0.30, -0.74, -0.47], [1.86, 1.63, 0.06]]}

# 4
{"formula": "C2F3N", "method": "the ωB97M-V functional and the def2-TZVPD basis", "total_energy_ev": -11712.456, "e_above_lowest_kcal_mol": 78.3, "homo_lumo_gap_ev": 11.53, "homo_ev": -11.58, "fmax_ha_per_bohr": 0.055, "lumo_ev": -0.05, "elements": ["C", "C", "N", "F", "F", "F"], "positions_angstrom": [[-2.1747, -0.0459, -0.8982], [1.8957, 0.0593, 1.1959], [-1.7040, 0.9361, -0.6058], [-2.6359, -1.0915, -1.3700], [2.6595, 0.8413, 0.4838], [2.6491, -1.0582, 1.2461]], "atomic_forces_ev_per_a": [[-0.22, -0.68, -0.63], [1.68, -1.02, -0.46], [1.07, 2.41, 1.06], [-0.85, -1.73, -0.44], [-0.60, 0.19, 0.23], [-1.09, 0.83, 0.23]]}

# 5
{"formula": "C2F3N2O2", "method": "the ωB97M-V functional and the def2-TZVPD basis", "total_energy_ev": -17291.505, "e_above_lowest_kcal_mol": 14.0, "homo_lumo_gap_ev": 12.14, "homo_ev": -17.91, "fmax_ha_per_bohr": 0.169, "lumo_ev": -5.77, "total_charge": 1, "elements": ["C", "C", "N", "N", "O", "O", "F", "F", "F"], "positions_angstrom": [[0.2267, 1.5044, -0.5602], [0.8523, -0.7013, 0.5856], [-2.5495, -0.9657, -0.8383], [-1.7681, -0.3181, -0.3618], [0.2301, 2.6266, -0.5694], [0.0877, 0.3004, -0.5668], [0.8059, -1.7307, -0.0460], [2.0448, -0.2216, 0.7571], [0.0701, -0.4939, 1.5998]], "atomic_forces_ev_per_a": [[-0.20, -1.65, -0.04], [0.58, 3.40, 2.39], [3.10, 2.40, 1.58], [-7.71, -3.91, -1.09], [0.12, 0.94, -0.04], [4.67, 2.79, -0.72], [-0.47, -3.19, -1.13], [-0.84, -0.03, -0.18], [0.75, -0.75, -0.79]]}

# 6
{"formula": "C2F3NNdO5S2", "method": "the ωB97M-V functional and the def2-TZVPD basis", "total_energy_ev": -58899.734, "e_above_lowest_kcal_mol": 15.3, "homo_lumo_gap_ev": [5.60, 5.53], "homo_ev": [-7.40, -7.42], "fmax_ha_per_bohr": 0.048, "lumo_ev": [-1.79, -1.88], "multiplicity": 5, "elements": ["Nd", "N", "S", "O", "S", "O", "O", "C", "F", "F", "F", "O", "C", "O"], "positions_angstrom": [[-1.5451, 0.3381, -2.0287], [0.2230, -0.2782, 1.5536], [-0.5391, 1.2357, 1.3405], [-1.7358, 0.8638, 0.2431], [1.1491, -0.7743, 0.3789], [0.6881, -0.3812, -0.9975], [1.4900, -2.1880, 0.5381], [2.8244, 0.0710, 0.4676], [2.7350, 1.3577, 0.1694], [3.3012, -0.0528, 1.6985], [3.6647, -0.5102, -0.3784], [-3.0894, -1.1132, -0.4345], [-3.1382, -0.5950, 0.6561], [-3.6490, -0.5393, 1.7164]], "atomic_forces_ev_per_a": [[0.90, -0.49, 2.26], [0.24, 0.46, -0.81], [0.02, -0.87, -0.47], [-0.38, -0.09, -0.24], [-0.18, -1.43, 0.56], [-0.42, 0.07, -0.05], [-0.44, 1.91, -0.37], [-0.66, -0.52, 0.13], [-0.02, 0.48, -0.14], [0.08, 0.01, 0.14], [0.20, -0.05, -0.24], [0.55, 0.66, -0.37], [-1.46, -0.77, 1.01], [1.56, 0.65, -1.43]]}

# 7
{"formula": "C2F3NO2", "method": "the ωB97M-V functional and the def2-TZVPD basis", "total_energy_ev": -15806.725, "smiles": "[O-][N+]#CF.O=C(F)F", "e_above_lowest_kcal_mol": 52.9, "homo_lumo_gap_ev": 9.29, "homo_ev": -10.13, "fmax_ha_per_bohr": 0.069, "lumo_ev": -0.84, "elements": ["O", "N", "C", "F", "O", "C", "F", "F"], "positions_angstrom": [[0.2819, 0.0504, -2.4993], [0.5991, 0.6679, -1.5593], [1.1929, 0.8060, -0.5525], [1.0290, 1.6792, 0.4284], [0.6363, -1.1354, 0.7269], [-0.4876, -1.1284, 1.0065], [-1.4392, -1.8289, 0.3693], [-1.1388, -0.4846, 1.9901]], "atomic_forces_ev_per_a": [[-1.20, -0.74, -2.46], [0.41, -0.63, -0.01], [0.68, 2.54, 2.35], [0.34, -0.60, -0.32], [0.74, -0.02, 0.53], [-2.89, -0.74, 0.40], [0.75, 0.49, 0.32], [1.17, -0.31, -0.81]]}

# 8
{"formula": "C2F3O2", "method": "the ωB97M-V functional and the def2-TZVPD basis", "total_energy_ev": -14322.064, "e_above_lowest_kcal_mol": 37.3, "homo_lumo_gap_ev": 6.36, "homo_ev": -3.13, "fmax_ha_per_bohr": 0.072, "lumo_ev": 3.23, "total_charge": -1, "elements": ["C", "C", "O", "O", "F", "F", "F"], "positions_angstrom": [[2.1137, 0.9809, 0.1632], [-2.0973, -0.8987, -0.1441], [2.4210, 0.6222, -0.8839], [1.8307, 1.3470, 1.1908], [-1.3898, -0.8593, 1.1332], [-1.2123, -1.6481, -0.8864], [-1.6658, 0.4561, -0.5727]], "atomic_forces_ev_per_a": [[0.25, -0.80, -2.07], [0.60, 1.41, 0.73], [0.48, -0.44, -1.31], [-0.82, 1.21, 3.37], [-0.37, -0.43, -0.21], [0.33, -0.51, -0.35], [-0.47, -0.45, -0.17]]}

# 9
{"formula": "C2F5NO4PbS2", "method": "the ωB97M-V functional and the def2-TZVPD basis", "total_energy_ev": -52251.346, "e_above_lowest_kcal_mol": 0.0, "homo_lumo_gap_ev": 7.34, "homo_ev": -8.20, "fmax_ha_per_bohr": 0.159, "lumo_ev": -0.86, "elements": ["Pb", "N", "S", "O", "O", "C", "F", "F", "S", "O", "O", "C", "F", "F", "F"], "positions_angstrom": [[0.4990, 2.9389, 0.3522], [-0.3631, -0.3216, -0.1096], [1.1952, -0.0775, -0.7800], [1.1037, -0.6252, -2.1286], [1.4228, 1.4083, -0.6475], [2.6435, -0.8523, 0.1318], [2.3059, -0.7533, 1.4578], [2.5395, -2.1942, -0.1282], [-1.2422, 0.9050, 0.5624], [-0.3618, 1.4466, 1.6791], [-1.3593, 2.0947, -0.3754], [-1.8953, -1.2184, -0.1735], [-1.6940, -1.8318, 1.0029], [-2.1105, -2.3962, -0.8065], [-2.5208, -0.5440, -1.1456]], "atomic_forces_ev_per_a": [[1.15, 4.38, 1.05], [-3.20, 0.26, 0.42], [0.23, -2.61, -2.41], [0.42, 1.28, 1.59], [0.69, -2.03, -1.25], [0.26, -0.27, 0.02], [0.03, 0.21, 0.02], [-0.16, 0.43, 0.01], [-1.17, -0.97, 1.50], [0.01, -0.22, 0.43], [-0.43, -0.31, -0.69], [5.02, -4.90, -4.22], [-2.08, 2.89, 2.37], [1.13, -1.16, -0.93], [-1.89, 3.02, 2.09]]}